[1]
C6H5NO4 in the gas phase, computed with ωB97M-V/def2-TZVPD.

The energy above the lowest of the compared OMol25 structures with the same formula, charge and spin comes out at 3.085 eV. As for the LUMO energy: -0.0414 Eh. The spin multiplicity is 1. The HOMO-LUMO gap is 7.698 eV. As for the SMILES: O=[N+]([O-])c1cccc(O)c1O.

Positions of all 16 atoms, in Å:
C 0.718 -0.879 0.872
C 1.346 -1.500 -0.242
C 0.788 -1.040 -1.493
C -0.174 -0.116 -1.619
C -0.463 0.670 -0.444
C -0.106 0.222 0.869
H 0.622 -0.960 2.886
H 1.937 -2.312 0.021
H 1.126 -1.474 -2.412
H -0.681 0.002 -2.591
H -1.212 1.564 1.784
N -1.290 1.829 -0.530
O 1.097 -1.378 2.056
O -0.547 0.775 1.953
O -1.573 2.472 0.558
O -1.589 2.125 -1.666

Cartesian forces (eV/Å) of the 3 atoms listed first:
2.317 -1.759 0.112
-4.331 3.977 0.062
2.076 -2.436 0.581

***

[2]
C6H5NO4 in the gas phase, computed with ωB97M-V/def2-TZVPD.

The energy above the lowest of the compared OMol25 structures with the same formula, charge and spin comes out at 3.867 eV. As for the LUMO energy: -0.0284 Eh. The spin multiplicity is 1. The HOMO-LUMO gap is 8.408 eV. As for the SMILES: O=[N+]([O-])[C@]12C=CC=C[C@@]1(O)O2.

Positions of all 16 atoms, in Å:
C 0.710 1.151 0.428
C 1.217 -0.120 0.162
C -0.642 1.425 0.361
C 0.434 -1.217 -0.155
C -1.585 0.411 0.483
C -0.909 -1.323 0.198
N -2.906 0.532 -0.037
O -3.214 1.569 -0.587
O -3.632 -0.447 0.074
O -1.386 -0.681 1.307
O -1.704 -2.209 -0.384
H 1.398 1.978 0.499
H 2.283 -0.210 0.011
H -1.002 2.414 0.117
H 0.835 -2.022 -0.748
H -2.614 -2.115 -0.026

Cartesian forces (eV/Å) of the 3 atoms listed first:
-0.118 0.089 0.258
-0.188 -0.182 -0.027
-0.382 -0.066 0.114

***

[3]
C6H5NS5 in the gas phase, computed with ωB97M-V/def2-TZVPD.

The energy above the lowest of the compared OMol25 structures with the same formula, charge and spin comes out at 0.761 eV. As for the LUMO energy: -0.0223 Eh. The spin multiplicity is 1. The HOMO-LUMO gap is 7.694 eV. As for the SMILES: Nc1cccc2c1SSSSS2.

Positions of all 17 atoms, in Å:
C -0.924 0.781 -0.091
C -1.843 -0.107 0.468
C -1.599 -1.420 0.697
C -0.279 -1.840 0.367
C 0.582 -1.059 -0.395
C 0.269 0.271 -0.645
H -0.688 2.541 -1.176
H -2.186 2.304 -0.418
H -2.794 0.340 0.700
H -2.187 -2.187 1.251
H 0.140 -2.797 0.595
N -1.231 2.111 -0.338
S 1.979 -1.881 -1.109
S 3.702 -0.889 -0.117
S 2.866 0.305 1.273
S 2.632 2.131 0.287
S 1.560 1.396 -1.347

Cartesian forces (eV/Å) of the 3 atoms listed first:
0.887 0.078 -2.108
-1.394 1.163 0.214
2.591 -1.728 0.700